The following is a DFT calculation (ωB97M-V/def2-TZVPD) of a cluster of 40 separate species, H80O40 in total.

```
120
H80O40 | the Open Molecules 2025 dataset | ωB97M-V/def2-TZVPD
H 2.62 3.16 1.04
H 2.37 1.95 1.77
O 3.16 2.54 1.57
H -5.74 -2.52 0.71
H -6.06 -1.01 1.11
O -6.09 -1.93 1.39
H 1.76 1.63 4.81
H 0.49 2.19 5.55
O 0.98 1.41 5.34
H -2.50 0.56 -2.60
H -1.26 -0.50 -2.35
O -1.50 0.50 -2.63
H 4.05 0.42 2.20
H 4.22 0.72 0.75
O 4.38 0.01 1.37
H 0.04 0.53 4.16
O -0.60 -0.09 3.76
H 2.11 -2.14 1.03
O 1.52 -2.03 1.78
H -3.49 -1.03 4.48
H -3.03 -0.89 3.16
O -2.81 -1.47 3.95
H -2.78 3.50 -0.49
H -2.64 4.40 -1.55
O -2.11 4.16 -0.78
H -0.21 -2.83 4.95
H -1.53 -2.49 4.34
O -0.86 -3.24 4.34
H -2.81 -0.54 1.83
H -2.29 0.96 1.62
O -3.07 0.39 1.87
H 1.88 1.68 -1.11
O 2.04 1.43 -2.03
H 0.92 -4.98 1.25
H 1.45 -5.73 -0.02
O 1.64 -5.57 0.89
H 3.22 -0.33 4.59
H 2.70 -1.21 3.52
O 3.32 -0.45 3.64
H 0.40 0.23 2.31
H 1.58 -0.30 1.81
O 1.00 0.44 1.55
H -3.87 2.73 -2.86
H -5.07 3.23 -1.88
O -4.09 3.21 -2.04
H 5.18 3.22 -0.71
H 3.86 2.53 -0.17
O 4.33 2.88 -0.94
H 2.28 -1.12 -0.07
H 2.24 -1.83 -1.36
O 1.67 -1.68 -0.60
H -3.91 -0.82 -4.74
O -4.12 -1.16 -3.86
H -5.15 0.95 -0.82
H -4.39 0.41 0.54
O -5.22 0.55 0.07
H 6.37 0.68 -2.36
O 5.59 0.21 -2.03
H 3.90 -1.88 -3.03
H 5.09 -1.80 -3.94
O 4.27 -2.30 -3.86
H 1.31 -3.95 -3.95
H 2.39 -4.06 -2.92
O 1.44 -3.95 -3.00
H -0.60 -3.57 2.36
H -0.05 -5.05 2.88
O 0.05 -4.26 2.32
H 1.01 -1.38 5.49
H 2.17 -1.42 6.55
O 1.88 -1.05 5.72
H 1.04 3.45 -2.71
H 1.89 4.51 -3.27
O 1.12 4.42 -2.69
H -0.25 -1.00 -5.07
H 0.25 -1.33 -3.85
O 0.64 -1.10 -4.69
H -2.86 1.75 4.35
H -2.39 0.96 5.60
O -3.15 1.18 5.05
H -2.06 -1.82 -2.74
H -1.51 -2.94 -1.95
O -1.18 -2.09 -2.35
H -0.36 3.31 0.94
H -0.32 4.78 1.49
O -0.18 3.86 1.70
H 2.25 4.26 -1.16
H 1.23 4.58 -0.28
O 2.12 4.20 -0.19
H -1.77 -5.52 -1.72
O -1.94 -4.60 -1.94
H -0.44 0.62 0.12
H -1.33 1.07 -1.11
O -1.22 1.16 -0.12
H -3.55 -1.95 -3.74
H -1.42 -0.28 4.20
H 5.11 0.98 -1.67
H 1.07 -2.87 1.90
H 2.84 0.91 -2.06
H -2.24 -4.45 -2.87
O -1.03 -2.08 0.14
H -0.24 -1.52 -0.07
H -0.82 -2.91 -0.27
O -1.02 5.05 -3.91
H -0.75 4.15 -3.88
H -0.54 5.43 -3.16
O -1.74 2.47 -4.96
H -0.99 2.90 -4.56
H -1.42 1.68 -5.39
O -4.00 -2.89 -2.04
H -3.56 -3.25 -1.23
H -4.38 -2.11 -1.62
O -0.66 2.45 4.10
H -0.39 2.87 3.25
H -1.27 3.10 4.48
O 0.58 1.47 -4.60
H -0.06 1.44 -3.81
H 1.29 0.89 -4.31
O 4.51 -2.00 -0.94
H 5.01 -1.17 -0.96
H 4.98 -2.82 -1.14
```

Löwdin atomic charge list, values in e, 6 entries: atom 1 (H): -0.0159, atom 2 (H): 0.0472, atom 3 (O): -0.0992, atom 4 (H): 0.0213, atom 5 (H): -0.0088, atom 6 (O): -0.0590

The following is a DFT calculation (ωB97M-V/def2-TZVPD) of a structure of composition C13H42KMnO13.

Properties
Spin multiplicity ... 6
Charge ... +1
⟨S²⟩ ... 8.75

```
70
C13H42KMnO13 | the Open Molecules 2025 dataset | ωB97M-V/def2-TZVPD
Mn 13.48 25.49 4.36
K 17.29 27.38 2.13
C 13.46 28.43 1.55
C 13.56 27.23 2.45
O 14.57 26.98 3.16
O 12.52 26.53 2.62
H 12.82 28.28 0.69
H 14.46 28.75 1.24
H 13.03 29.23 2.15
C 16.90 23.92 6.00
C 15.66 24.48 5.37
O 15.48 24.47 4.11
O 14.73 24.95 6.07
H 17.48 23.31 5.30
H 16.60 23.26 6.81
H 17.54 24.72 6.36
C 14.07 24.09 0.42
O 13.42 22.90 0.78
H 13.40 24.96 0.43
H 14.89 24.32 1.12
H 14.50 24.06 -0.58
H 13.17 22.95 1.71
C 16.73 26.44 -1.32
O 16.01 27.29 -0.40
H 16.17 25.53 -1.49
H 16.98 26.96 -2.24
H 17.65 26.18 -0.78
H 15.31 27.78 -0.87
C 10.11 30.14 1.25
O 11.00 31.24 1.24
H 10.60 29.23 1.62
H 9.18 30.33 1.78
H 9.79 29.92 0.23
H 11.51 31.23 2.07
C 12.48 27.66 6.90
O 12.83 27.36 5.54
H 13.02 28.55 7.22
H 11.41 27.86 6.99
H 12.71 26.81 7.53
H 12.55 28.21 5.00
C 16.28 28.94 5.90
O 17.21 29.86 5.34
H 15.31 29.42 6.04
H 16.10 28.08 5.25
H 16.57 28.61 6.90
H 18.09 29.64 5.67
C 10.52 28.96 4.60
O 11.92 29.21 4.55
H 9.91 29.87 4.57
H 10.17 28.39 3.74
H 10.23 28.48 5.54
H 12.09 30.10 4.20
C 10.68 26.15 -0.49
O 10.05 26.17 0.78
H 9.93 26.44 -1.23
H 11.52 26.84 -0.59
H 10.95 25.12 -0.75
H 10.73 26.14 1.46
C 14.66 30.25 -1.27
O 14.28 28.96 -1.74
H 14.08 30.57 -0.40
H 15.72 30.25 -1.05
H 14.53 30.97 -2.09
H 13.45 29.03 -2.21
C 14.10 31.66 3.25
O 12.71 31.65 3.53
H 14.65 31.43 4.18
H 14.33 30.82 2.61
H 14.49 32.59 2.84
H 12.51 32.31 4.21
```

Löwdin atomic charge list, values in e, 6 entries: atom 1 (Mn): 1.1482, atom 2 (K): 0.8735, atom 3 (C): 0.0247, atom 4 (C): -0.6722, atom 5 (O): -0.1345, atom 6 (O): -0.0677

The following is a DFT calculation (ωB97M-V/def2-TZVPD) of an isolated molecule of C2H5NP2.

```
10
C2H5NP2 | the Open Molecules 2025 dataset | ωB97M-V/def2-TZVPD
C -0.36 -1.39 -0.14
N 0.89 -1.27 0.04
P 1.65 0.23 0.08
C 0.05 1.27 0.02
P -1.51 0.06 0.02
H -0.97 -2.32 -0.03
H 1.80 0.08 -1.38
H -0.09 1.91 -0.77
H 0.10 1.87 0.83
H -1.57 -0.45 1.34
```

Löwdin atomic charge list, values in e, 6 entries: atom 1 (C): -0.5400, atom 2 (N): -0.3609, atom 3 (P): 0.7844, atom 4 (C): -0.5725, atom 5 (P): 0.8359, atom 6 (H): 0.0604

The following is a DFT calculation (ωB97M-V/def2-TZVPD) of an isolated molecule of C3H7F2O2P.

```
15
C3H7F2O2P | the Open Molecules 2025 dataset | ωB97M-V/def2-TZVPD
C -2.51 -0.50 -0.09
C -1.15 -0.16 0.53
O -0.12 -0.41 -0.52
P 1.02 0.64 -0.72
O 0.70 2.39 -0.01
C 2.46 -0.03 0.15
F 1.93 -0.57 1.24
F 3.08 -1.00 -0.55
H -3.06 -0.73 0.79
H -2.77 0.44 -0.67
H -2.15 -1.38 -0.65
H -0.97 -0.73 1.33
H -1.13 0.84 0.76
H 1.34 0.63 -2.16
H 3.31 0.58 0.57
```

Löwdin atomic charge list, values in e, 6 entries: atom 1 (C): -0.0409, atom 2 (C): -0.2400, atom 3 (O): -0.2997, atom 4 (P): 0.9220, atom 5 (O): -0.5260, atom 6 (C): -0.5249

no.,energy (eV)
1,-83197.23290
2,-88420.06739
3,-22220.74446
4,-22040.26571